<one>
{
  "formula": "C5H13NO2",
  "method": "wB97M-V/def2-TZVPD",
  "smiles": "C=CC/C=C/N.O.O",
  "homo_lumo_gap_ev": 9.17,
  "elements": ["C", "C", "C", "C", "C", "N", "H", "H", "H", "H", "H", "H", "H", "H", "H", "O", "H", "H", "O", "H", "H"],
  "coordinates": [[-0.198, 2.378, -1.126], [0.226, 1.477, -0.258], [-0.698, 0.437, 0.343], [-0.760, -0.846, -0.451], [-0.424, -2.028, 0.064], [-0.692, -3.230, -0.574], [0.433, 3.123, -1.610], [-1.232, 2.467, -1.429], [1.274, 1.412, 0.024], [-0.528, 0.256, 1.400], [-1.692, 0.904, 0.318], [-1.096, -0.724, -1.471], [-0.088, -2.104, 1.094], [-0.135, -4.064, -0.521], [-1.457, -3.266, -1.221], [2.487, -0.817, -1.316], [2.717, -1.505, -0.679], [1.541, -0.635, -1.222], [-0.467, 2.412, 2.829], [-0.057, 2.914, 2.118], [-1.166, 2.969, 3.181]],
  "lowdin_charge": [0.00, -0.21, -0.23, -0.14, -0.23, 0.04, 0.06, 0.06, 0.10, 0.09, 0.11, 0.11, 0.12, 0.08, 0.08, -0.07, 0.03, -0.01, -0.05, 0.03, 0.04]
}

---

<two>
{
  "formula": "C5H13NO2",
  "method": "wB97M-V/def2-TZVPD",
  "smiles": "C/C=C\\N.CC=O.O",
  "homo_lumo_gap_ev": 9.26,
  "elements": ["C", "C", "C", "N", "H", "H", "H", "H", "H", "H", "H", "C", "C", "O", "H", "H", "H", "H", "O", "H", "H"],
  "coordinates": [[0.082, 2.070, -0.464], [1.557, 1.817, -0.474], [2.189, 0.780, 0.067], [1.575, -0.308, 0.714], [-0.445, 1.367, 0.172], [-0.110, 3.076, -0.094], [-0.329, 2.011, -1.474], [2.159, 2.583, -0.942], [3.268, 0.734, 0.019], [0.873, -0.775, 0.134], [2.245, -1.006, 1.011], [-1.750, -1.084, -1.086], [-1.271, -2.156, -0.163], [-0.124, -2.529, -0.080], [-0.931, -0.658, -1.658], [-2.212, -0.305, -0.479], [-2.507, -1.486, -1.759], [-2.079, -2.686, 0.371], [-1.032, -0.400, 1.834], [-1.105, -0.814, 2.696], [-0.052, -0.229, 1.655]],
  "lowdin_charge": [-0.10, -0.17, -0.21, 0.02, 0.04, 0.07, 0.07, 0.09, 0.10, 0.05, 0.10, -0.06, -0.34, 0.01, 0.08, 0.08, 0.08, 0.12, -0.10, 0.04, 0.03]
}

---

Energies, relative to the best one, in hartree: <one> 0.0220; <two> 0.0000.

---

<one>
{
  "formula": "C5H13NO2",
  "method": "wB97M-V/def2-TZVPD",
  "smiles": "CCCNC(C)=O.O",
  "homo_lumo_gap_ev": 10.54,
  "elements": ["C", "C", "C", "N", "C", "C", "O", "H", "H", "H", "H", "H", "H", "H", "H", "H", "H", "H", "O", "H", "H"],
  "coordinates": [[2.051, -2.723, -0.759], [1.519, -2.162, 0.526], [0.122, -1.598, 0.317], [0.188, -0.191, -0.182], [-0.875, 0.681, -0.393], [-2.237, 0.074, -0.412], [-0.564, 1.846, -0.580], [2.160, -2.114, -1.668], [3.084, -3.244, -0.680], [1.416, -3.558, -1.128], [1.493, -2.785, 1.439], [2.090, -1.260, 0.786], [-0.579, -2.084, -0.383], [-0.463, -1.630, 1.238], [0.996, 0.254, 0.246], [-2.942, 0.552, -1.160], [-2.709, 0.296, 0.504], [-2.188, -0.959, -0.731], [-0.277, 3.821, 1.250], [-0.857, 3.486, 0.543], [0.521, 3.369, 0.952]],
  "lowdin_charge": [-0.13, -0.25, -0.22, 0.06, -0.50, 0.01, 0.02, 0.08, 0.10, 0.07, 0.12, 0.10, 0.11, 0.11, 0.13, 0.11, 0.08, 0.07, -0.09, 0.01, 0.02]
}

---

<two>
{
  "formula": "C5H13NO2",
  "method": "wB97M-V/def2-TZVPD",
  "smiles": "CCC(N)=O.CCO",
  "homo_lumo_gap_ev": 10.14,
  "elements": ["C", "C", "C", "N", "O", "H", "H", "H", "H", "H", "H", "H", "C", "C", "O", "H", "H", "H", "H", "H", "H"],
  "coordinates": [[-1.091, -1.863, -1.657], [-0.575, -1.695, -0.245], [0.725, -0.589, -0.125], [1.507, -0.852, 0.985], [1.223, -0.124, -1.151], [-1.994, -1.268, -1.825], [-0.341, -1.593, -2.405], [-1.348, -2.910, -1.852], [-0.125, -2.624, 0.113], [-1.373, -1.450, 0.462], [2.500, -0.707, 0.868], [1.159, -1.441, 1.728], [0.557, 2.330, 1.191], [-0.569, 1.591, 0.508], [-0.733, 2.006, -0.816], [0.734, 1.949, 2.199], [1.481, 2.245, 0.614], [0.323, 3.398, 1.252], [-1.513, 1.710, 1.049], [-0.547, 0.303, 0.428], [0.000, 1.582, -1.318]],
  "lowdin_charge": [-0.11, -0.15, -0.56, 0.14, 0.01, 0.08, 0.07, 0.07, 0.09, 0.10, 0.11, 0.10, -0.08, -0.34, -0.08, 0.07, 0.08, 0.08, 0.12, 0.12, 0.08]
}

---

Energies, relative to the best one, in hartree: <one> 0.0000; <two> 0.0406.

---

<one>
{
  "formula": "C5H13NO2",
  "method": "wB97M-V/def2-TZVPD",
  "smiles": "CC(C)CNC=O.O",
  "homo_lumo_gap_ev": 10.60,
  "elements": ["C", "C", "C", "C", "N", "C", "O", "H", "H", "H", "H", "H", "H", "H", "H", "H", "H", "H", "O", "H", "H"],
  "coordinates": [[0.886, 0.432, 1.267], [0.614, -0.852, 0.537], [1.758, -1.169, -0.443], [-0.616, -0.746, -0.355], [-1.867, -0.445, 0.289], [-2.279, 0.823, 0.500], [-1.756, 1.762, 0.011], [1.849, 0.414, 1.877], [0.950, 1.294, 0.638], [0.081, 0.553, 1.952], [0.596, -1.756, 1.264], [1.583, -2.083, -1.019], [2.728, -1.087, 0.102], [1.822, -0.361, -1.283], [-0.799, -1.820, -0.827], [-0.385, -0.037, -1.219], [-2.416, -1.157, 0.845], [-3.198, 0.854, 1.125], [0.526, 1.731, -1.862], [0.110, 1.612, -0.993], [-0.187, 2.040, -2.407]],
  "lowdin_charge": [-0.08, -0.44, -0.10, -0.21, 0.01, -0.40, 0.04, 0.11, 0.06, 0.06, 0.16, 0.07, 0.08, 0.10, 0.16, 0.12, 0.16, 0.14, -0.07, -0.02, 0.04]
}

---

<two>
{
  "formula": "C5H13NO2",
  "method": "wB97M-V/def2-TZVPD",
  "smiles": "C=C/C=C(/C)N.O.O",
  "homo_lumo_gap_ev": 9.00,
  "elements": ["C", "C", "C", "C", "C", "N", "H", "H", "H", "H", "H", "H", "H", "H", "H", "O", "H", "H", "O", "H", "H"],
  "coordinates": [[-0.935, -0.320, -2.330], [-0.229, -0.554, -1.240], [-0.554, -1.262, 0.014], [-0.743, -0.569, 1.142], [-1.113, -1.227, 2.453], [-0.745, 0.812, 1.214], [-0.620, 0.093, -3.279], [-1.985, -0.580, -2.409], [0.824, -0.276, -1.349], [-0.676, -2.338, 0.044], [-2.107, -1.668, 2.387], [-1.047, -0.540, 3.298], [-0.377, -1.988, 2.727], [-0.988, 1.272, 2.072], [-0.515, 1.340, 0.386], [1.175, 1.899, -3.083], [0.215, 1.994, -3.146], [1.378, 1.952, -2.144], [2.395, 0.494, 1.812], [2.624, -0.403, 1.537], [1.479, 0.604, 1.526]],
  "lowdin_charge": [0.00, -0.21, -0.10, -0.43, -0.04, 0.10, 0.05, 0.06, 0.10, 0.11, 0.08, 0.07, 0.08, 0.10, 0.09, -0.06, 0.02, 0.03, -0.07, 0.04, -0.02]
}

---

Energies, relative to the best one, in hartree: <one> 0.0000; <two> 0.0378.